Molecular formula: C39H56N4O11
Method: DFT, the ωB97M-V functional and the def2-TZVPD basis

**Kohn-Sham gap**: 0.29709 Ha
**Structure (SMILES)**: c1cc[nH]c1.c1cc[nH]c1.c1cc[nH]c1.c1cc[nH]c1.O=C1CCCO1.O=C1CCCO1.O=C1CCCO1.O=C1CCCO1.O=C1CCCO1.CC(C)=O
**Total energy**: -69834.1538 eV
**M**: 756.9 g/mol
**Largest force on an atom**: 1.4 eV Å⁻¹
**Lowest unoccupied orbital energy**: 0.025 eV
**HOMO level**: -8.1 eV
**ΔE to the lowest compared entry with this formula, charge and spin**: 0.000 eV

Last column: Mulliken charge in e.
CARTESIAN COORDINATES (ANGSTROEM)
O1 -1.9796 -6.4658 2.9813  -0.602
C1 -2.2783 -5.3177 2.8481  0.302
O2 -2.3860 -4.7257 1.6323  -0.384
C2 -2.8397 -3.3823 1.7499  0.672
C3 -3.2460 -3.1542 3.2263  -0.479
C4 -2.4921 -4.2898 3.9386  -0.424
H1 -3.7163 -3.2218 1.1257  0.178
H2 -2.0885 -2.6537 1.4472  -0.303
H3 -4.3112 -3.3790 3.2962  0.452
H4 -2.9806 -2.1947 3.6571  0.280
H5 -3.0179 -4.7552 4.7669  0.355
H6 -1.4999 -3.9684 4.2624  0.139
O3 1.7742 4.7512 -3.7640  -0.618
C5 2.2105 3.6812 -4.0873  0.377
O4 2.1133 2.5940 -3.2941  -0.158
C6 2.9253 1.5103 -3.8221  0.331
C7 3.0708 1.7939 -5.3080  -0.554
C8 2.8682 3.3084 -5.4065  -0.416
H7 2.4145 0.5971 -3.5313  -0.161
H8 3.8720 1.5715 -3.2912  0.115
H9 2.3730 1.2135 -5.9149  0.187
H10 4.0366 1.3978 -5.6276  0.448
H11 2.2366 3.5645 -6.2492  0.327
H12 3.8329 3.8173 -5.4219  0.242
O5 3.8306 1.2781 -0.9532  -0.391
C9 4.3038 2.2402 -0.4251  0.344
O6 5.6178 2.3280 -0.1312  -0.393
C10 5.8521 3.4258 0.7554  -0.470
C11 4.6851 4.3736 0.5582  -0.729
C12 3.5595 3.4244 0.1310  0.153
H13 6.8332 3.8810 0.6607  0.394
H14 5.8141 2.9941 1.7638  0.227
H15 4.8756 5.0825 -0.2555  0.280
H16 4.4674 5.0374 1.3936  0.376
H17 2.8864 3.8707 -0.5990  0.165
H18 2.9357 3.1632 0.9893  0.040
O7 4.2445 -4.2208 -4.5705  -0.575
C13 3.1952 -3.6628 -4.6695  0.452
O8 2.9277 -2.7887 -5.6668  -0.389
C14 1.6376 -2.1814 -5.5261  0.102
C15 0.8929 -2.9467 -4.3967  -0.078
C16 1.9612 -3.8508 -3.7955  -0.023
H19 1.1102 -2.2241 -6.4744  0.349
H20 1.8332 -1.1448 -5.2496  -0.264
H21 0.0249 -3.4439 -4.8143  0.350
H22 0.5997 -2.2143 -3.6452  -0.115
H23 1.6934 -4.9033 -3.8726  0.323
H24 2.2793 -3.6202 -2.7807  -0.090
O9 -5.2685 1.6789 -1.2743  -0.596
C17 -5.3297 1.0871 -0.2353  0.172
O10 -6.4756 0.4967 0.1778  -0.403
C18 -6.3399 -0.0778 1.4835  -0.679
C19 -4.8356 -0.2289 1.7524  0.415
C20 -4.2077 0.7125 0.7109  1.276
H25 -6.8822 -1.0224 1.4587  0.386
H26 -6.8572 0.5430 2.2190  0.213
H27 -4.5531 -1.2522 1.5282  -0.733
H28 -4.5699 0.0787 2.7592  0.536
H29 -3.4015 0.1559 0.2373  -0.762
H30 -3.8082 1.6493 1.1058  0.025
N1 3.0702 -0.7794 2.3178  0.224
C21 2.2947 -1.7392 1.7529  -0.284
C22 3.0448 -2.4591 0.8652  -1.077
C23 4.3418 -1.8925 0.8921  -0.347
C24 4.3433 -0.8481 1.7745  -0.920
H31 2.7708 -0.0914 2.9866  0.234
H32 1.2431 -1.7298 1.9727  0.575
H33 2.7028 -3.2398 0.2078  0.587
H34 5.1958 -2.2091 0.3144  0.422
H35 5.1218 -0.2062 2.1485  0.530
N2 -4.5515 -1.6443 -1.8455  0.125
C25 -5.3690 -2.7157 -2.1239  -0.536
C26 -4.6148 -3.8546 -2.0160  -0.728
C27 -3.2976 -3.4680 -1.6691  -0.705
C28 -3.3070 -2.1028 -1.5498  -0.627
H36 -4.7642 -0.6648 -1.9374  0.245
H37 -6.4093 -2.5549 -2.3456  0.445
H38 -5.0317 -4.8399 -2.1496  0.418
H39 -2.4288 -4.0681 -1.4539  0.564
H40 -2.4900 -1.4523 -1.2800  0.764
N3 -1.2625 4.5322 3.6048  0.034
C29 -2.2841 4.1956 2.7512  -0.888
C30 -1.8035 4.2345 1.4756  -0.203
C31 -0.4326 4.6326 1.5572  -0.347
C32 -0.1069 4.7003 2.8824  -0.831
H41 -1.3503 4.5259 4.6052  0.231
H42 -3.2935 4.0763 3.1076  0.457
H43 -2.3591 3.9815 0.5881  0.568
H44 0.2461 4.6811 0.7209  0.631
H45 0.8170 4.9400 3.3828  0.437
N4 0.2248 1.5143 4.3746  0.299
C33 0.8028 0.6849 5.3103  -0.707
C34 0.5686 -0.6046 4.9175  -1.361
C35 -0.1852 -0.5615 3.7072  0.115
C36 -0.3730 0.7609 3.4042  -0.693
H46 0.1136 2.5056 4.4820  0.110
H47 1.2782 1.1130 6.1761  0.440
H48 0.9135 -1.4731 5.4550  0.391
H49 -0.5619 -1.4222 3.1825  0.891
H50 -0.9137 1.2313 2.5990  0.524
C37 -0.4401 1.4963 -0.1076  -0.291
C38 -0.0919 0.0248 -0.0839  0.554
O11 -0.7895 -0.7540 0.5333  -0.253
C39 0.9927 -0.4522 -1.0076  -0.201
H51 -0.4870 1.9054 -1.1157  0.583
H52 0.1704 2.1514 0.5150  -0.008
H53 -1.4335 1.5512 0.3440  -0.460
H54 0.8064 -1.4833 -1.3010  0.004
H55 1.9932 -0.3280 -0.5934  -0.453
H56 0.9522 0.1896 -1.8926  0.322

Atomic forces in eV per Å
-0.1 -0.1 -0.1
0.5 0.1 0.1
-0.2 0.0 0.0
-0.4 1.2 0.6
0.3 -1.4 0.1
-0.2 0.1 -0.4
0.2 -0.3 -0.3
0.3 -0.3 -0.2
-0.1 0.4 0.3
-0.2 0.2 -0.3
0.1 0.1 0.1
0.0 -0.1 0.1
0.2 -0.2 0.0
-0.7 0.0 -0.2
0.2 0.1 0.0
-0.3 0.5 0.5
0.2 -0.8 -0.1
0.5 -0.7 0.4
0.1 -0.1 -0.2
0.1 -0.2 -0.1
-0.4 0.3 0.2
0.1 0.5 -0.1
0.1 0.4 0.0
-0.1 0.2 -0.3
0.1 0.0 -0.4
-0.5 -0.5 0.7
0.4 0.2 -0.5
-0.4 -0.1 1.2
-0.2 0.7 -0.8
0.0 1.1 0.4
0.1 -0.2 -0.6
0.0 0.1 0.0
0.2 -0.3 -0.1
0.0 -0.4 0.3
0.1 -0.2 -0.2
0.1 -0.5 -0.1
0.1 0.1 0.0
-0.4 -0.3 -0.1
0.1 0.0 -0.2
0.2 -0.1 0.6
0.6 1.0 0.1
0.3 -0.3 -0.6
0.1 0.0 -0.1
-0.2 0.1 -0.1
0.0 -0.2 0.3
-0.5 -0.1 -0.1
0.1 0.0 0.3
-0.3 0.0 0.1
0.1 0.2 0.1
0.1 -1.2 -0.2
-0.1 0.5 0.1
-0.3 -0.3 0.2
-0.5 0.7 -0.5
0.0 0.0 0.5
0.2 -0.1 0.0
0.1 0.2 -0.1
0.2 0.0 0.3
0.0 -0.4 0.1
0.0 0.4 -0.5
0.1 -0.1 0.2
0.9 0.2 -0.4
-0.7 0.1 0.1
0.1 0.2 0.0
0.6 0.0 -0.3
-0.7 -0.2 0.6
-0.2 -0.1 0.1
0.0 -0.3 0.0
-0.1 -0.1 0.1
0.0 0.0 0.0
0.1 0.0 -0.2
-0.1 0.0 0.1
0.1 0.5 0.1
-0.5 -0.2 -0.1
0.1 0.3 0.3
0.6 -0.2 -0.2
-0.3 -0.1 -0.1
0.0 -0.1 -0.1
0.2 -0.1 0.0
-0.1 -0.2 -0.1
-0.1 0.1 0.0
-0.1 -0.6 0.0
-0.2 0.4 0.1
0.2 0.2 0.0
0.0 -1.1 -0.3
-0.1 0.8 0.2
0.1 0.1 0.0
0.0 -0.2 0.1
0.0 0.2 -0.1
0.1 0.2 0.1
0.0 0.0 -0.1
0.1 -0.3 0.3
-0.3 0.4 -0.2
0.1 0.0 0.1
0.1 0.0 0.5
-0.4 0.1 -0.2
0.1 0.0 -0.2
0.1 -0.2 0.0
-0.1 -0.1 -0.1
0.0 0.1 -0.2
0.0 0.0 0.0
-0.7 0.0 0.6
0.0 0.0 -0.6
0.0 0.0 0.2
-0.1 0.4 -0.4
0.2 -0.1 -0.1
0.4 -0.3 -0.1
0.0 0.2 -0.2
0.1 -0.1 0.2
0.0 -0.1 0.1
0.1 -0.1 0.0